Computed, not measured: C4H9N3 in the gas phase, with ωB97M-V/def2-TZVPD.

CARTESIAN COORDINATES (ANGSTROEM)
N -2.07114 -1.17929 0.25453
N 0.81684 0.58947 -0.57898
N -0.12244 -1.10720 -1.04815
C 2.13467 0.33116 -0.04819
C -1.32528 -0.37269 -0.53121
C -0.26868 0.73533 0.21917
C -0.50300 1.30047 1.39215
H 2.14609 -0.28221 0.85897
H 2.56362 1.30598 0.21029
H -0.15507 -1.48338 -1.99445
H -1.80673 0.10472 -1.39847
H 2.76819 -0.12741 -0.80834
H -3.06412 -1.07690 0.06133
H 0.25103 1.81680 1.97123
H -1.50991 1.24634 1.78795
H 0.14594 -1.80118 -0.34783

* relative energy (zero: lowest compared OMol25 entry of this formula, charge and spin): 5.740 eV
* energy: -8758.785 eV
* E_LUMO (alpha / beta): 0.0109 / -0.0288 Eh
* orbital gap (alpha / beta): 0.3192 / 0.2493 Ha



Computed, not measured: a gas-phase ion, C4H9N3 (charge +2), with ωB97M-V/def2-TZVPD.

CARTESIAN COORDINATES (ANGSTROEM)
N -1.63545 -1.47787 -0.53147
N -0.78885 0.89876 -1.07783
N 0.31987 -0.40102 0.50951
C 0.79507 -1.09702 1.56028
C 1.22167 0.57319 -0.01947
C 0.32357 1.60849 -0.66137
C -0.81577 -0.54652 -0.15767
H 0.37991 -1.97697 1.99031
H 1.86683 0.80165 0.74016
H -1.59349 1.46187 -1.24204
H 1.71749 0.11211 -0.86619
H -1.59445 -2.36580 0.00096
H -2.66847 -1.40760 -0.83520
H 1.60224 -0.76959 2.18165
H 0.14190 2.55409 0.07809
H 0.72792 2.03223 -1.66971

* relative energy (zero: lowest compared OMol25 entry of this formula, charge and spin): 3.793 eV
* SMILES string: C=[N+]1CCNC1=[NH2+]
* energy: -8741.958 eV
* E_LUMO (alpha / beta): -0.4347 / -0.4346 Eh
* orbital gap (alpha / beta): 0.2564 / 0.2565 Ha
* net charge: +2



Computed, not measured: C4H9N3O in the gas phase, with ωB97M-V/def2-TZVPD.

CARTESIAN COORDINATES (ANGSTROEM)
O -0.57448 -0.75789 1.34359
N 1.75860 -0.79326 0.73092
N -0.40934 1.40208 -1.18604
N 0.85178 1.23022 1.38796
C -1.34482 -0.62371 0.14442
C -0.79467 -1.15605 -1.14558
C -0.20245 0.08625 -0.53196
C 0.57529 -0.00886 0.75658
H 2.08461 -0.94412 1.68241
H -0.22146 -2.07525 -1.11236
H 1.56353 -1.72317 0.37246
H -1.39952 -1.05365 -2.03771
H 1.85535 1.38314 1.43030
H -0.72629 1.27884 -2.14631
H -1.15081 1.91221 -0.70683
H 0.45500 1.99650 0.84835
H -2.32033 -0.15328 0.16978

* relative energy (zero: lowest compared OMol25 entry of this formula, charge and spin): 2.932 eV
* SMILES string: NC1(N)O[C@@H]2C[C@@]21N
* energy: -10809.530 eV
* E_LUMO: 0.0362 Eh
* orbital gap: 0.3544 Ha



Computed, not measured: C4H9N3O in the gas phase, with ωB97M-V/def2-TZVPD.

CARTESIAN COORDINATES (ANGSTROEM)
O 3.14231 0.37234 0.03175
N -1.14682 0.61557 -0.46811
N 0.53881 -1.28885 0.45946
N 0.83780 -0.04022 0.35686
C -0.61559 -1.72158 0.25224
C 1.88120 0.32098 -0.58054
C -1.34860 1.48799 0.62233
C -1.56448 -0.74822 -0.55313
H 3.16681 0.07791 0.97820
H -0.37819 1.95857 0.84635
H -1.86706 2.25118 0.20415
H -0.64677 -2.80084 0.53220
H -2.48695 -1.14089 -0.14921
H 1.71873 1.24418 -0.93758
H -1.73872 0.91509 1.43247
H 2.00137 -0.51357 -1.45148
H -1.49385 -0.98965 -1.57596

* relative energy (zero: lowest compared OMol25 entry of this formula, charge and spin): 6.517 eV
* energy: -10805.945 eV
* E_LUMO (alpha / beta): 0.0025 / 0.0017 Eh
* orbital gap (alpha / beta): 0.3311 / 0.3154 Ha